{
  "formula": "C43H76N5O10",
  "method": "the ωB97M-V functional and the def2-TZVPD basis",
  "species": ["C", "C", "C", "C", "C", "C", "C", "C", "C", "N", "C", "C", "C", "C", "O", "C", "O", "C", "C", "C", "C", "O", "O", "C", "C", "O", "C", "C", "C", "C", "C", "C", "C", "C", "C", "C", "N", "N", "C", "O", "H", "H", "H", "H", "H", "H", "H", "H", "H", "H", "H", "H", "H", "H", "H", "H", "H", "H", "H", "H", "H", "H", "H", "H", "H", "H", "H", "H", "H", "H", "H", "H", "H", "H", "H", "H", "H", "H", "H", "H", "H", "H", "H", "H", "H", "H", "C", "O", "C", "C", "N", "C", "C", "O", "C", "H", "H", "H", "H", "H", "H", "H", "H", "H", "H", "H", "H", "H", "H", "H", "C", "O", "C", "C", "N", "C", "C", "O", "C", "H", "H", "H", "H", "H", "H", "H", "H", "H", "H", "H", "H", "H", "H", "H"],
  "coordinates": [[3.66138, 0.89779, 2.32551], [4.33059, 2.35178, 2.55804], [3.28848, 3.58114, 2.59953], [2.65194, 3.96717, 1.15037], [2.73106, 5.54457, 0.79993], [1.26678, 6.21384, 0.47338], [0.97798, 6.36593, -1.11004], [-0.30385, 5.54510, -1.65502], [-0.25231, 4.06897, -1.02394], [-1.13121, 3.56090, 0.01642], [-2.23577, 4.39311, 0.58492], [-3.59507, 4.06506, -0.28472], [-4.42399, 2.83884, 0.36641], [-4.47054, 1.55291, -0.63684], [-5.85013, 1.29783, -1.10733], [-6.15266, -0.10560, -1.05033], [-6.93304, -0.58486, -0.17519], [-0.67623, 2.18883, 0.29988], [-1.31315, 1.20119, 1.43271], [-1.36046, 2.01413, 2.84250], [-0.49159, 1.35089, 4.02274], [0.51768, 1.98722, 4.48009], [-0.83684, 0.08059, 4.60394], [0.52917, 1.87097, -0.68983], [1.38477, 0.49674, -0.83199], [1.94010, 0.46685, -2.17205], [2.65899, -0.75690, -2.43536], [1.84534, -2.11604, -2.34999], [2.52319, -3.50939, -2.66743], [1.57470, -4.82028, -2.59295], [4.04697, -3.51156, -3.06764], [4.84430, -2.14895, -3.14545], [4.17788, -0.72431, -2.83460], [5.10142, 0.57822, -2.99910], [4.73760, 1.80987, -2.01769], [6.69478, 0.30307, -2.85646], [0.73429, 3.09706, -1.47573], [1.64233, 3.43016, -2.46808], [1.13595, 3.12260, -3.67203], [0.67842, 3.28424, -4.83619], [4.07224, 0.17339, 3.13730], [3.98876, 0.42788, 1.31076], [2.51243, 0.87628, 2.41446], [4.82808, 2.31352, 3.61385], [5.21557, 2.50244, 1.82001], [3.86587, 4.48789, 3.04892], [2.43127, 3.31320, 3.31790], [1.54046, 3.63784, 1.13291], [3.27966, 3.36661, 0.36828], [3.08785, 6.07508, 1.77626], [3.50322, 5.81944, -0.00730], [1.34464, 7.30010, 0.89460], [0.41123, 5.71732, 1.07379], [0.78694, 7.49392, -1.34230], [1.92353, 6.06785, -1.70757], [-1.31604, 6.06196, -1.50182], [-0.16244, 5.41082, -2.80599], [-2.06690, 5.53676, 0.43328], [-2.41814, 4.25100, 1.70977], [-4.22950, 5.03656, -0.39719], [-3.22869, 3.79930, -1.34387], [-5.50539, 3.20770, 0.51955], [-3.98027, 2.51708, 1.37640], [-3.80269, 1.69922, -1.57261], [-4.16330, 0.60666, -0.05064], [-5.73526, -0.85086, -1.84617], [-2.40741, 0.92721, 1.17924], [-0.66340, 0.26561, 1.61226], [-2.45484, 2.26633, 3.15703], [-0.87215, 3.05153, 2.62799], [-1.27938, 0.32606, 5.46690], [0.69913, -0.38744, -0.57329], [2.21962, 0.54586, -0.01730], [0.72911, -2.06206, -2.04713], [0.96077, -4.88252, -1.61040], [0.77923, -4.67164, -3.43488], [2.12482, -5.80500, -2.85627], [4.52583, -4.53944, -3.31358], [5.95387, -2.22644, -3.48310], [4.94326, 0.97322, -4.08652], [5.65028, 2.51120, -1.82573], [3.97832, 2.47866, -2.59991], [4.32753, 1.50936, -0.98730], [7.12643, 0.25009, -3.93148], [6.96761, -0.66083, -2.29556], [7.26410, 1.16254, -2.31318], [-6.87032, 2.89651, 7.92252], [-7.06622, 2.16605, 6.72030], [-8.40919, 2.24155, 6.23306], [-8.44964, 3.01042, 4.91076], [-8.17840, 4.43462, 5.12130], [-7.96477, 5.17876, 3.87756], [-6.71803, 4.81915, 3.05275], [-5.48758, 5.14732, 3.69499], [-4.98710, 4.13892, 4.56085], [-5.85857, 2.69574, 8.28087], [-6.96524, 3.97092, 7.74394], [-7.58147, 2.57949, 8.69226], [-9.09368, 2.67522, 6.97113], [-8.73368, 1.21288, 6.04719], [-9.43913, 2.89500, 4.45589], [-7.70711, 2.56392, 4.24201], [-7.34817, 4.53102, 5.69752], [-7.88960, 6.23450, 4.15673], [-8.85527, 5.08372, 3.24672], [-6.74797, 5.42944, 2.14322], [-6.72067, 3.77733, 2.71367], [-5.25564, 3.13160, 4.22999], [-5.33608, 4.31023, 5.58128], [-3.89658, 4.21750, 4.57544], [4.68661, -10.67276, -6.68440], [3.39787, -10.78979, -6.09974], [3.27852, -11.92018, -5.23169], [3.08911, -11.45870, -3.78509], [4.31950, -10.86511, -3.25632], [4.13626, -10.18954, -1.96897], [3.24469, -8.93681, -1.95621], [3.78753, -7.83680, -2.68276], [3.47126, -7.83032, -4.06749], [4.65723, -9.85797, -7.41072], [5.43644, -10.43112, -5.92632], [4.96374, -11.59456, -7.20637], [4.12781, -12.60662, -5.32652], [2.38029, -12.46209, -5.54424], [2.80775, -12.31725, -3.16597], [2.26679, -10.73672, -3.76983], [4.67308, -10.18775, -3.92469], [5.13402, -9.89478, -1.62862], [3.75586, -10.91125, -1.23785], [3.17936, -8.59992, -0.91591], [2.21563, -9.14623, -2.26753], [2.49728, -8.28053, -4.27724], [4.25555, -8.33586, -4.63512], [3.44907, -6.79039, -4.40351]],
  "atomic_forces_ev_per_a": [[0.66, -0.63, 0.06], [0.11, -0.23, 0.93], [0.37, 0.07, -0.12], [0.75, -0.22, -0.12], [-0.75, 0.37, 1.36], [1.06, 1.18, 0.13], [-0.20, 0.72, 0.06], [0.94, -1.19, -0.50], [-0.42, -0.55, 0.20], [4.77, -1.18, -2.51], [-2.13, 1.20, -0.67], [0.55, 0.13, 0.44], [-0.48, 0.10, -1.17], [0.15, -0.29, 0.43], [0.73, -2.13, 0.52], [-2.99, -1.63, 2.86], [3.58, 2.56, -3.91], [2.64, -0.75, -2.69], [-0.02, 1.10, 0.19], [0.32, 0.83, -0.20], [3.31, 2.30, 2.04], [-4.69, -2.95, -2.27], [-0.72, 2.80, -0.47], [-3.00, 1.38, 1.89], [-0.13, 1.42, 1.06], [0.27, -1.57, 0.96], [1.55, -3.46, -0.69], [3.53, 0.01, -0.93], [1.26, 3.13, 0.20], [-0.24, 0.80, -1.10], [-2.06, 3.12, 0.75], [-3.35, -0.54, 0.59], [-1.24, -3.44, 0.21], [0.28, 0.58, 0.17], [-0.42, 0.96, -0.68], [0.49, -0.16, -0.58], [-5.00, -0.07, 4.67], [-1.69, -1.86, -4.43], [-1.69, 3.59, -4.03], [3.52, -1.88, 8.21], [-0.81, 1.20, -1.43], [-0.69, 0.88, 1.66], [1.73, 0.25, -0.16], [-0.88, 0.15, -1.87], [-1.70, -0.04, 1.07], [-1.12, -1.47, -0.86], [1.37, 0.39, -0.96], [1.90, 0.41, -0.10], [-1.41, 0.95, 1.14], [-0.54, -0.90, -1.76], [-1.31, -0.57, 1.09], [-0.30, -1.93, -0.75], [1.43, 0.56, -1.08], [0.30, -2.09, 0.30], [-1.67, 0.33, 0.98], [1.63, -0.94, 0.04], [-0.42, 0.22, 2.01], [0.41, -2.29, 0.27], [0.56, -0.14, -1.84], [1.09, -1.82, 0.48], [-0.64, 0.37, 1.57], [1.69, -0.86, -0.08], [-0.73, 0.59, -1.51], [-0.95, -0.22, 1.65], [-0.14, 1.53, -0.97], [-0.29, 1.80, 1.07], [2.07, 0.20, 0.10], [-1.07, 1.49, -0.84], [1.93, -0.88, -0.29], [-0.63, -1.98, 0.84], [0.80, -0.58, -1.07], [0.93, 1.34, -0.60], [-1.29, -0.14, -1.53], [2.11, -0.18, -0.66], [1.43, 0.06, -1.55], [1.36, -0.29, 1.43], [-0.77, 1.80, 0.85], [-0.73, 2.15, 0.50], [-2.29, 0.35, 0.74], [0.20, -0.75, 1.92], [-1.49, -1.50, -0.45], [1.12, -1.22, 1.51], [0.49, 0.30, -1.61], [-0.51, -0.12, 1.89], [-0.58, 1.41, -0.86], [-1.30, -1.43, -1.02], [0.14, -0.18, -0.14], [-0.22, 0.28, 0.25], [0.11, -0.23, -0.58], [0.10, 0.22, 0.58], [0.04, -0.21, -0.29], [0.23, 0.03, 0.35], [-0.28, 0.48, -0.17], [-0.06, -0.49, -0.19], [0.13, 0.39, 0.01], [-0.09, -0.05, -0.10], [-0.11, 0.08, 0.17], [0.03, 0.12, -0.02], [0.19, 0.11, -0.06], [-0.03, 0.06, 0.00], [0.07, 0.04, 0.01], [-0.05, -0.28, -0.08], [-0.18, -0.01, -0.03], [0.04, -0.04, -0.15], [0.08, -0.09, 0.01], [0.03, 0.02, 0.07], [0.05, -0.10, 0.21], [-0.15, 0.02, 0.06], [0.02, -0.28, 0.04], [-0.01, 0.08, -0.04], [-0.26, 0.12, -0.04], [0.41, -0.22, 0.03], [-0.54, 0.19, 0.27], [0.52, 0.05, -0.35], [-0.31, -0.01, 0.09], [0.20, 0.19, -0.33], [0.29, -0.07, 0.50], [-0.43, -0.20, -0.09], [0.33, 0.19, 0.10], [-0.10, -0.07, 0.08], [0.17, -0.12, -0.05], [0.08, 0.06, 0.06], [0.03, 0.22, 0.04], [0.05, -0.01, 0.04], [0.04, 0.07, -0.01], [-0.25, -0.11, -0.08], [-0.04, -0.16, 0.08], [-0.12, 0.06, 0.07], [-0.07, 0.04, -0.09], [0.04, 0.02, -0.08], [0.05, 0.00, -0.21], [0.07, -0.09, 0.01], [-0.18, -0.08, -0.18], [0.00, -0.02, 0.04]],
  "lowdin_charge": [-0.131, -0.252, -0.202, -0.189, -0.180, -0.190, -0.182, -0.091, -0.080, 0.008, -0.118, -0.135, -0.126, -0.167, -0.117, -0.236, 0.041, -0.032, -0.072, -0.092, -0.355, 0.047, 0.021, 0.031, -0.110, -0.164, -0.141, 0.032, -0.186, -0.086, -0.013, 0.001, -0.052, -0.339, -0.103, -0.107, -0.042, 0.141, -0.034, 0.161, 0.085, 0.061, 0.061, 0.112, 0.112, 0.113, 0.094, 0.080, 0.103, 0.108, 0.115, 0.116, 0.102, 0.127, 0.111, 0.120, 0.125, 0.134, 0.126, 0.131, 0.110, 0.122, 0.093, 0.133, 0.115, 0.170, 0.095, 0.134, 0.118, 0.113, 0.141, 0.126, 0.118, 0.103, 0.089, 0.091, 0.058, 0.099, 0.098, 0.143, 0.086, 0.059, 0.061, 0.089, 0.073, 0.082, -0.114, -0.205, -0.204, -0.205, -0.052, -0.191, -0.226, -0.188, -0.104, 0.088, 0.078, 0.091, 0.124, 0.121, 0.125, 0.100, 0.069, 0.120, 0.121, 0.117, 0.097, 0.086, 0.075, 0.077, -0.114, -0.202, -0.207, -0.208, -0.054, -0.195, -0.218, -0.200, -0.109, 0.089, 0.078, 0.089, 0.123, 0.120, 0.123, 0.101, 0.068, 0.118, 0.118, 0.120, 0.109, 0.095, 0.074, 0.072],
  "charge": 1,
  "homo_lumo_gap_ha": 0.2389
}